Record 1
Molecular formula: CH5N4P
Method: DFT, ωB97M-V/def2-TZVPD

Output
- Kohn-Sham gap: 10.7 eV
- Multiplicity: 1
- Relative energy (zero: lowest compared OMol25 entry of this formula, charge and spin): 151.51 kJ/mol
- Lowest unoccupied orbital energy: 1.02 eV

Structure (XYZ):
```
11
Properties=species:S:1:pos:R:3:lowdin_charge:R:1
C 0.019 -0.314 0.022 -0.69
N 1.106 0.543 -0.020 0.00
N 2.116 -0.206 0.084 -0.03
N 0.411 -1.560 0.073 0.04
N 1.747 -1.434 0.134 -0.06
P -1.804 0.125 0.037 0.73
H -1.781 1.232 -1.056 -0.06
H -0.843 2.076 0.554 -0.08
H 2.274 -2.294 0.190 0.16
H -1.065 2.905 0.790 0.08
H -2.180 -1.073 -0.807 -0.08
```



Record 2
Molecular formula: CH5NO
Method: DFT, ωB97M-V/def2-TZVPD

Output
- Kohn-Sham gap (alpha / beta): 3.2 / 6.8 eV
- Multiplicity: 2
- Charge: -1
- Relative energy (zero: lowest compared OMol25 entry of this formula, charge and spin): 55.44 kJ/mol
- Lowest unoccupied orbital energy (alpha / beta): 4.07 / 3.90 eV

Structure (XYZ):
```
8
Properties=species:S:1:pos:R:3:lowdin_spin:R:1
N -1.583 -0.806 2.924 0.04
H -2.546 -0.866 2.581 0.01
H -1.311 0.178 3.298 0.01
H -1.051 -0.751 2.091 0.02
O 1.530 0.824 -1.992 0.33
C 0.611 0.113 -1.596 0.45
H 0.079 0.379 -0.690 0.07
H -0.001 -0.569 -2.241 0.07
```



Record 3
Molecular formula: CH5NO
Method: DFT, ωB97M-V/def2-TZVPD

Output
- Kohn-Sham gap (alpha / beta): 5.0 / 8.1 eV
- Multiplicity: 3
- Relative energy (zero: lowest compared OMol25 entry of this formula, charge and spin): 331.04 kJ/mol
- Lowest unoccupied orbital energy (alpha / beta): 1.15 / -2.18 eV

Structure (XYZ):
```
8
Properties=species:S:1:pos:R:3:lowdin_spin:R:1
C 0.198 -0.508 -0.818 0.11
N -0.435 0.438 1.100 0.81
O 0.759 0.186 0.282 0.84
H 0.869 -1.246 -1.139 0.03
H -0.042 0.142 -1.692 0.03
H -0.699 -0.940 -0.461 0.01
H -0.565 1.421 0.727 0.09
H -0.085 0.507 2.000 0.07
```



Record 4
Molecular formula: CH5NO2
Method: DFT, ωB97M-V/def2-TZVPD

Output
- Kohn-Sham gap: 11.3 eV
- Multiplicity: 1
- Relative energy (zero: lowest compared OMol25 entry of this formula, charge and spin): 28.45 kJ/mol
- Lowest unoccupied orbital energy: 0.73 eV

Structure (XYZ):
```
9
Properties=species:S:1:pos:R:3:lowdin_charge:R:1
C -0.407 -0.742 0.225 -0.42
N -0.310 -1.907 -0.458 0.13
O 0.492 -0.246 0.867 0.01
H -1.372 -0.284 0.111 0.12
H 0.529 -2.447 -0.329 0.11
H -1.123 -2.244 -0.933 0.09
H 0.757 2.089 -0.962 0.03
H -0.125 2.034 0.251 0.01
O 0.152 2.635 -0.450 -0.07
```



Record 5
Molecular formula: CH5NO2S
Method: DFT, ωB97M-V/def2-TZVPD

Output
- Kohn-Sham gap (alpha / beta): 8.7 / 8.2 eV
- Multiplicity: 1
- Relative energy (zero: lowest compared OMol25 entry of this formula, charge and spin): 401.39 kJ/mol
- Lowest unoccupied orbital energy (alpha / beta): -0.20 / -0.88 eV

Structure (XYZ):
```
10
Properties=species:S:1:pos:R:3:lowdin_charge:R:1
C -0.236 -1.464 -0.160 0.05
N -1.183 1.840 0.816 -0.10
O -0.349 1.840 -1.537 -0.35
O -2.515 0.601 -1.120 -0.37
S -1.214 1.088 -0.673 0.67
H -1.147 -1.817 -0.566 -0.04
H 0.648 -1.523 -0.914 0.05
H -0.143 -1.386 0.933 0.00
H -0.585 2.635 0.927 0.06
H -1.747 1.680 1.586 0.04
```



Record 6
Molecular formula: CH5NO2S
Method: DFT, ωB97M-V/def2-TZVPD

Output
- Kohn-Sham gap: 9.3 eV
- Multiplicity: 1
- Relative energy (zero: lowest compared OMol25 entry of this formula, charge and spin): 546.05 kJ/mol
- Lowest unoccupied orbital energy: 0.30 eV

Structure (XYZ):
```
10
Properties=species:S:1:pos:R:3:lowdin_charge:R:1
C 0.937 -0.066 -0.184 -0.23
N -1.466 -0.782 -0.134 -0.35
O -0.970 1.792 -0.189 -0.42
O -2.852 -0.570 -0.194 -0.13
S -0.688 0.425 0.318 0.67
H 0.774 -0.373 -1.306 0.10
H 1.714 0.764 -0.063 0.09
H 1.177 -1.019 0.410 0.08
H -3.103 0.346 -0.063 0.06
H -0.531 0.581 1.906 0.11
```



Record 7
Molecular formula: CH5NO2S2
Method: DFT, ωB97M-V/def2-TZVPD

Output
- Kohn-Sham gap: 9.5 eV
- Multiplicity: 1
- Relative energy (zero: lowest compared OMol25 entry of this formula, charge and spin): 285.60 kJ/mol
- Lowest unoccupied orbital energy: 0.34 eV

Structure (XYZ):
```
11
Properties=species:S:1:pos:R:3:lowdin_charge:R:1
C -0.522 1.061 -1.088 -0.16
N 1.010 -0.169 0.768 -0.60
O -1.632 -0.345 0.838 -0.35
O -0.219 -1.569 -0.951 -0.33
S 0.995 -1.275 2.061 0.71
S -0.512 -0.469 -0.067 0.53
H -1.071 1.776 -0.506 0.04
H 0.604 1.422 -1.336 0.12
H -0.821 1.079 -2.138 0.06
H 1.086 0.901 1.040 0.12
H 1.083 -2.412 1.379 -0.13
```



Record 8
Molecular formula: CH5NO2Si
Method: DFT, ωB97M-V/def2-TZVPD

Output
- Kohn-Sham gap (alpha / beta): 6.6 / 6.6 eV
- Multiplicity: 1
- Relative energy (zero: lowest compared OMol25 entry of this formula, charge and spin): 360.94 kJ/mol
- Lowest unoccupied orbital energy (alpha / beta): -1.64 / -1.64 eV

Structure (XYZ):
```
10
Properties=species:S:1:pos:R:3:lowdin_charge:R:1
C 1.262 -0.695 -0.483 -0.29
N -2.030 0.000 0.094 -0.38
O -2.864 0.799 -0.257 -0.07
O -2.270 -1.059 0.704 -0.09
Si 0.673 1.023 0.121 0.93
H 1.249 -1.376 0.385 0.03
H 0.505 -1.110 -1.158 0.02
H 2.357 -0.771 -0.753 0.04
H 0.725 2.352 -0.238 -0.12
H 0.392 0.837 1.584 -0.06
```



Record 9
Molecular formula: CH5NO3
Method: DFT, ωB97M-V/def2-TZVPD

Output
- Kohn-Sham gap: 10.6 eV
- Multiplicity: 1
- Relative energy (zero: lowest compared OMol25 entry of this formula, charge and spin): 41.82 kJ/mol
- Lowest unoccupied orbital energy: 0.24 eV

Structure (XYZ):
```
10
Properties=species:S:1:pos:R:3:lowdin_charge:R:1
N -0.862 -1.677 -0.075 0.17
C 0.184 -0.792 0.025 -0.62
O 1.336 -1.252 -0.505 0.12
O 0.130 0.306 0.506 0.09
H -0.880 -2.232 -0.914 0.10
H -1.752 -1.300 0.214 0.11
H 1.380 -2.211 -0.587 0.12
H 0.196 3.250 -0.291 0.03
H -0.362 1.964 0.315 -0.02
O -0.584 2.904 0.157 -0.09
```



Record 10
Molecular formula: CH5NO4S
Method: DFT, ωB97M-V/def2-TZVPD

Output
- Kohn-Sham gap: 11.4 eV
- Multiplicity: 1
- Relative energy (zero: lowest compared OMol25 entry of this formula, charge and spin): 126.97 kJ/mol
- Lowest unoccupied orbital energy: 0.49 eV

Structure (XYZ):
```
12
Properties=species:S:1:pos:R:3:lowdin_charge:R:1
C -0.351 1.324 0.367 -0.32
N 0.090 -1.167 -0.959 -0.04
O 1.975 -0.382 0.647 -0.28
O 0.412 -2.193 1.226 -0.24
O -0.935 1.348 -0.846 -0.01
O -0.520 0.029 1.103 -0.22
S 0.656 -1.000 0.569 0.56
H 0.716 1.735 0.438 0.15
H -0.808 1.972 1.138 0.13
H 0.037 -2.065 -1.236 0.03
H 0.495 -0.465 -1.623 0.12
H -1.768 0.865 -0.823 0.12
```



Question: Look up the multiplicity of the tenth one.
Answer: 1



Question: Look up the relative energy (zero: lowest compared OMol25 entry of this formula, charge and spin) of the eighth one.
Answer: 360.94 kJ/mol



Question: The lowest relative energy (zero: lowest compared OMol25 entry of this formula, charge and spin) belongs to which entry?
Answer: CH5NO2